[1]
{"formula": "C5H8N3", "method": "ωB97M-V/def2-TZVPD", "elements": ["C", "C", "C", "C", "C", "N", "N", "N", "H", "H", "H", "H", "H", "H", "H", "H"], "positions_angstrom": [[1.947, 0.768, 1.042], [0.208, -0.871, -1.971], [3.076, 1.134, 1.573], [-2.498, -0.455, -0.211], [-1.375, -0.146, 0.750], [0.863, 0.664, 0.453], [0.693, -1.031, -3.008], [-0.231, 0.481, 0.040], [3.541, 1.935, 1.119], [3.505, 0.748, 2.463], [-3.378, -0.769, 0.384], [-2.750, 0.373, -0.851], [-2.274, -1.376, -0.802], [-1.618, 0.811, 1.287], [-1.083, -1.003, 1.491], [1.373, -1.264, -3.758]], "lowdin_charge": [0.023, 0.001, 0.161, -0.107, -0.196, 0.084, 0.117, 0.056, 0.074, 0.092, 0.096, 0.080, 0.076, 0.152, 0.167, 0.125], "largest_force_ev_per_a": 2.65, "e_homo_ev": -14.42, "e_above_lowest_kj_mol": 594.68, "e_tot_ev": -9772.37870, "e_lumo_ev": -5.8, "charge": 1}

=====

[2]
{"formula": "C27H70BN2O10", "method": "ωB97M-V/def2-TZVPD", "elements": ["C", "C", "B", "O", "N", "C", "C", "C", "C", "C", "C", "C", "C", "C", "C", "C", "C", "N", "C", "C", "C", "C", "H", "H", "H", "H", "H", "H", "H", "H", "H", "H", "H", "H", "H", "H", "H", "H", "H", "H", "H", "H", "H", "H", "H", "H", "H", "H", "H", "H", "H", "H", "H", "H", "H", "H", "C", "O", "H", "H", "H", "H", "C", "O", "H", "H", "H", "H", "C", "O", "H", "H", "H", "H", "C", "O", "H", "H", "H", "H", "C", "O", "H", "H", "H", "H", "C", "O", "H", "H", "H", "H", "C", "O", "H", "H", "H", "H", "C", "O", "H", "H", "H", "H", "C", "O", "H", "H", "H", "H"], "positions_angstrom": [[1.839, 4.715, -1.770], [1.687, 4.010, -3.137], [0.247, 3.334, -3.387], [-0.105, 3.174, -4.785], [-0.634, 2.869, -2.407], [-1.566, 3.858, -1.897], [-3.048, 3.428, -1.995], [-3.524, 2.524, -0.828], [-3.922, 1.089, -1.300], [-2.704, 0.130, -1.208], [-2.675, -0.924, -2.343], [-3.589, -2.132, -2.094], [-3.089, -3.104, -1.003], [-1.948, -4.037, -1.460], [-2.039, -5.452, -0.834], [-1.423, -5.483, 0.600], [-0.294, -6.508, 0.774], [0.950, -6.140, 0.109], [1.316, -6.396, -1.182], [2.568, -5.917, -1.406], [3.014, -5.315, -0.170], [1.983, -5.500, 0.703], [1.288, 5.668, -1.734], [2.900, 4.992, -1.605], [1.560, 4.070, -0.931], [2.505, 3.274, -3.232], [1.856, 4.766, -3.929], [-0.435, 2.272, -4.870], [-1.474, 4.802, -2.486], [-1.340, 4.113, -0.831], [-3.656, 4.354, -2.038], [-3.260, 2.906, -2.940], [-4.438, 2.981, -0.406], [-2.785, 2.432, -0.019], [-4.712, 0.740, -0.612], [-4.286, 1.166, -2.331], [-2.662, -0.350, -0.217], [-1.801, 0.755, -1.318], [-1.637, -1.204, -2.574], [-3.071, -0.412, -3.234], [-4.610, -1.833, -1.812], [-3.701, -2.685, -3.044], [-2.770, -2.511, -0.132], [-3.964, -3.703, -0.699], [-0.948, -3.646, -1.226], [-2.024, -4.160, -2.553], [-1.588, -6.221, -1.477], [-3.108, -5.709, -0.758], [-2.246, -5.808, 1.258], [-1.163, -4.469, 0.928], [-0.624, -7.466, 0.354], [-0.060, -6.582, 1.844], [0.717, -6.923, -1.916], [3.149, -5.965, -2.329], [3.973, -4.852, 0.023], [2.064, -5.164, 1.733], [3.590, 5.369, 1.817], [2.527, 4.452, 1.575], [3.690, 6.013, 0.945], [3.369, 5.978, 2.694], [4.527, 4.822, 1.973], [2.450, 3.889, 2.349], [-6.391, -2.225, -4.247], [-5.415, -1.292, -4.702], [-6.320, -2.303, -3.166], [-7.391, -1.878, -4.521], [-6.202, -3.206, -4.692], [-5.498, -1.243, -5.658], [5.020, 7.481, 4.867], [3.951, 6.563, 4.654], [5.112, 8.114, 3.995], [4.809, 8.100, 5.745], [5.957, 6.936, 5.015], [3.886, 6.009, 5.437], [5.806, -6.978, -4.664], [4.834, -6.218, -3.957], [5.833, -7.978, -4.237], [5.539, -7.046, -5.722], [6.793, -6.518, -4.565], [4.821, -5.338, -4.344], [-1.824, -2.356, 3.107], [-2.835, -3.352, 2.943], [-1.808, -1.732, 2.216], [-2.048, -1.736, 3.975], [-0.848, -2.834, 3.232], [-2.836, -3.893, 3.737], [-6.946, -4.633, 0.592], [-6.692, -4.698, -0.807], [-7.362, -3.654, 0.817], [-7.665, -5.404, 0.884], [-6.017, -4.765, 1.153], [-6.323, -5.567, -0.991], [7.377, 7.385, 1.609], [6.457, 8.244, 2.280], [7.292, 6.387, 2.034], [7.140, 7.341, 0.544], [8.399, 7.750, 1.746], [6.547, 9.119, 1.889], [-4.075, 1.050, 5.074], [-3.566, 0.180, 4.071], [-3.920, 0.581, 6.043], [-3.549, 2.007, 5.050], [-5.145, 1.217, 4.924], [-3.709, 0.607, 3.220], [7.872, 4.638, 5.268], [8.832, 5.347, 4.490], [8.377, 3.825, 5.783], [7.420, 5.308, 6.005], [7.098, 4.226, 4.615], [8.364, 6.058, 4.043]], "lowdin_charge": [-0.160, -0.180, -0.724, 0.000, 0.035, -0.356, -0.215, -0.222, -0.212, -0.203, -0.194, -0.220, -0.195, -0.198, -0.197, -0.175, -0.143, -0.114, -0.124, -0.091, -0.090, -0.142, 0.064, 0.047, 0.053, 0.082, 0.077, 0.051, 0.094, 0.087, 0.088, 0.097, 0.084, 0.099, 0.091, 0.096, 0.088, 0.088, 0.111, 0.098, 0.099, 0.099, 0.093, 0.093, 0.114, 0.108, 0.090, 0.093, 0.103, 0.103, 0.124, 0.119, 0.113, 0.070, 0.088, 0.116, -0.159, -0.122, 0.076, 0.048, 0.072, 0.068, -0.160, -0.125, 0.061, 0.073, 0.076, 0.072, -0.137, -0.135, 0.055, 0.079, 0.058, 0.078, -0.158, -0.135, 0.077, 0.074, 0.074, 0.080, -0.154, -0.139, 0.074, 0.056, 0.073, 0.068, -0.158, -0.134, 0.079, 0.071, 0.072, 0.068, -0.138, -0.139, 0.071, 0.083, 0.079, 0.082, -0.157, -0.130, 0.074, 0.077, 0.074, 0.082, -0.161, -0.126, 0.077, 0.067, 0.079, 0.043], "largest_force_ev_per_a": 1.97, "e_homo_ev": -1.74, "e_tot_ev": -53261.88106, "e_lumo_ev": 1.9, "charge": -1}

=====

[3]
{"formula": "C4H11NO", "method": "ωB97M-V/def2-TZVPD", "elements": ["C", "C", "H", "H", "H", "H", "H", "H", "C", "C", "O", "N", "H", "H", "H", "H", "H"], "positions_angstrom": [[-0.215, -2.904, -0.794], [-0.332, -1.362, -0.844], [-0.658, -3.279, -1.720], [0.793, -3.251, -0.585], [-0.824, -3.361, -0.011], [-0.553, -0.960, -1.825], [0.626, -0.980, -0.480], [-0.993, -1.041, -0.049], [0.172, 1.883, -0.400], [0.738, 1.661, 0.971], [1.599, 0.810, 1.175], [0.082, 2.223, 2.022], [0.611, 1.268, -1.171], [0.298, 2.921, -0.727], [0.361, 1.947, 2.947], [-0.799, 2.707, 1.903], [-0.904, 1.718, -0.412]], "lowdin_charge": [-0.159, -0.172, 0.057, 0.059, 0.056, 0.063, 0.046, 0.060, -0.030, -0.586, 0.020, 0.144, 0.069, 0.084, 0.105, 0.103, 0.082], "largest_force_ev_per_a": 2.44, "e_homo_ev": -9.78, "e_above_lowest_kj_mol": 43.06, "e_tot_ev": -7864.10730, "e_lumo_ev": 0.8, "charge": 0, "smiles": "CC(N)=O.CC"}

=====

[4]
{"formula": "C32H26N5O2RuS4", "method": "ωB97M-V/def2-TZVPD", "elements": ["Ru", "N", "C", "C", "C", "C", "C", "C", "C", "C", "C", "C", "C", "C", "H", "H", "H", "H", "H", "H", "H", "H", "H", "H", "C", "C", "C", "C", "C", "C", "C", "S", "O", "O", "N", "C", "C", "C", "C", "C", "N", "H", "H", "H", "H", "H", "H", "H", "H", "H", "H", "H", "S", "C", "S", "C", "N", "N", "C", "C", "C", "C", "C", "C", "S", "H", "H", "H", "H", "H"], "positions_angstrom": [[-1.019, -0.441, -0.532], [0.331, 1.179, -0.778], [-0.178, 2.342, -0.037], [0.651, 2.983, 0.867], [0.189, 4.082, 1.573], [-1.100, 4.542, 1.358], [-1.919, 3.895, 0.449], [-1.479, 2.786, -0.269], [-2.369, 2.121, -1.257], [-3.288, 2.875, -1.987], [-4.115, 2.285, -2.931], [-4.031, 0.924, -3.186], [-3.119, 0.157, -2.479], [-2.307, 0.741, -1.505], [1.239, 0.924, -0.391], [0.440, 1.405, -1.762], [1.656, 2.611, 1.034], [0.838, 4.570, 2.288], [-1.471, 5.401, 1.902], [-2.936, 4.240, 0.313], [-3.339, 3.945, -1.830], [-4.814, 2.894, -3.489], [-4.667, 0.466, -3.933], [-3.034, -0.903, -2.687], [-7.771, -4.804, 0.227], [-6.565, -3.971, 0.564], [-5.990, -4.016, 1.830], [-4.819, -3.329, 2.110], [-4.234, -2.568, 1.110], [-4.815, -2.465, -0.152], [-5.978, -3.160, -0.411], [-2.636, -1.911, 1.402], [-2.599, -0.451, 1.378], [-2.082, -2.555, 2.556], [-1.813, -2.281, -0.003], [-0.553, -2.881, 0.146], [-0.253, -4.047, 0.845], [1.060, -4.463, 0.853], [2.031, -3.734, 0.164], [1.657, -2.587, -0.486], [0.386, -2.151, -0.485], [-8.095, -5.397, 1.080], [-7.534, -5.485, -0.592], [-8.603, -4.180, -0.100], [-6.458, -4.606, 2.608], [-4.354, -3.390, 3.085], [-4.355, -1.852, -0.915], [-6.441, -3.083, -1.387], [-1.036, -4.589, 1.354], [1.333, -5.363, 1.389], [3.061, -4.060, 0.137], [2.370, -2.000, -1.048], [8.026, -0.752, -0.592], [6.610, -0.239, 0.034], [5.282, -1.276, 0.434], [4.297, 0.117, 0.862], [4.979, 1.267, 0.734], [6.210, 1.074, 0.315], [7.020, 2.249, 0.134], [6.420, 3.369, -0.427], [7.182, 4.502, -0.646], [8.528, 4.513, -0.304], [9.107, 3.394, 0.279], [8.356, 2.253, 0.505], [2.734, -0.025, 1.393], [5.370, 3.341, -0.683], [6.726, 5.376, -1.092], [9.126, 5.396, -0.487], [10.150, 3.407, 0.568], [8.798, 1.391, 0.983]], "lowdin_spin": [2.440, 0.019, 0.009, 0.000, 0.005, 0.001, 0.004, 0.007, 0.049, -0.004, 0.042, -0.004, 0.057, 0.064, 0.013, 0.008, 0.000, 0.000, 0.000, 0.000, 0.000, 0.002, -0.001, 0.005, 0.000, 0.003, 0.000, 0.002, 0.001, 0.003, 0.000, 0.017, 0.081, 0.008, 0.086, 0.019, 0.002, 0.003, 0.004, 0.013, 0.059, 0.000, 0.000, 0.000, 0.000, 0.000, 0.000, 0.000, 0.000, 0.000, 0.000, 0.002, 0.264, -0.010, -0.054, 0.035, 0.217, 0.170, 0.005, 0.015, -0.001, 0.017, -0.002, 0.016, 0.304, 0.001, 0.000, 0.001, 0.000, 0.001], "largest_force_ev_per_a": 0.96, "e_homo_ev": [-10.94, -11.15], "e_tot_ev": -91066.03759, "spin_multiplicity": 5, "e_lumo_ev": [-2.7, -5.3], "s2": 6.062, "charge": 1}

=====

What is the charge in the second record?
-1